# 1
Density functional theory data (ωB97M-V/def2-TZVPD) for a 2-piece molecular cluster, C11H22IN2O4P2 overall at a distorted geometry.

CARTESIAN COORDINATES (ANGSTROEM)
C  -0.69  3.73  -0.91
C  -0.24  2.16  -0.60
N  0.53  1.86  0.63
N  0.86  0.57  0.89
P  1.78  0.38  2.45
O  3.33  0.56  2.05
C  0.66  -0.72  0.17
P  1.23  -2.47  0.74
O  2.74  -2.54  1.21
C  -0.19  -0.62  -1.27
C  -0.51  -1.92  -2.22
C  -1.67  -2.93  -1.65
C  -2.50  -2.38  -0.35
I  -3.99  -0.81  -0.83
C  -0.64  0.93  -1.59
C  -1.51  1.22  -2.97
C  -0.47  1.24  -4.24
O  -1.27  1.58  -5.45
H  0.08  4.29  -1.61
H  -0.78  4.34  0.09
H  -1.78  3.71  -1.39
H  1.50  -0.86  3.12
H  1.50  1.49  3.37
H  1.14  -3.32  -0.45
H  0.27  -2.99  1.67
H  -0.88  -1.52  -3.26
H  0.47  -2.55  -2.45
H  -1.15  -3.95  -1.36
H  -2.44  -3.20  -2.51
H  -3.14  -3.30  0.05
H  -1.81  -2.06  0.54
H  -2.21  0.28  -3.13
H  -2.20  2.16  -2.89
H  -0.06  0.14  -4.42
H  0.42  1.98  -4.06
H  -1.78  2.43  -5.30
C  2.71  0.22  6.50
O  1.74  0.98  5.79
H  2.27  -0.75  6.76
H  3.59  0.07  5.87
H  2.98  0.75  7.42
H  2.15  1.84  5.58

As for the LUMO energy: -0.1993 hartree. The total charge is +1. The largest force on an atom is 8.07 eV/Å. Its energy above the lowest of the compared OMol25 structures with the same formula, charge and spin is 909.1 kJ/mol. Its spin multiplicity is 1.

=====

# 2
Density functional theory data (ωB97M-V/def2-TZVPD) for one molecule with the formula C2HF5N2O3S at a distorted geometry.

CARTESIAN COORDINATES (ANGSTROEM)
C  0.93  1.81  -0.93
C  -0.10  -1.36  2.06
N  -0.89  -0.21  -1.32
N  -0.55  0.32  -0.30
O  -1.22  -0.25  -2.43
O  -0.75  -1.83  -0.91
O  -0.24  1.74  -0.20
F  1.88  1.15  -0.30
F  0.64  1.30  -2.17
F  -0.54  -0.11  2.29
F  1.13  -1.16  1.56
F  -0.03  -2.09  3.22
S  -1.30  -2.14  0.53
H  1.05  2.83  -1.10

As for the LUMO energy: -0.0324 hartree. The largest force on an atom is 2.81 eV/Å. Its energy above the lowest of the compared OMol25 structures with the same formula, charge and spin is 189.5 kJ/mol. Its spin multiplicity is 1. The structure (SMILES) is [O-]/[N+](=N\OC(F)F)OSC(F)(F)F.

=====

# 3
Density functional theory data (ωB97M-V/def2-TZVPD) for one molecule with the formula C9H7NO at a distorted geometry.

CARTESIAN COORDINATES (ANGSTROEM)
C  -2.10  -0.24  0.01
C  -1.85  1.10  -0.15
C  -0.55  1.76  -0.08
C  0.54  0.72  -0.01
C  2.87  0.43  0.20
C  2.78  -0.96  -0.06
C  1.50  -1.42  -0.18
C  0.28  -0.66  -0.06
C  -1.12  -1.14  0.03
H  -4.19  -0.06  -0.29
H  -2.85  1.77  -0.10
H  -0.36  2.86  0.03
H  3.87  0.96  0.37
H  3.63  -1.58  -0.08
H  1.32  -2.43  0.03
H  -1.33  -2.26  -0.02
N  1.84  1.27  0.03
O  -3.38  -0.71  0.20

As for the LUMO energy: 0.0028 hartree. The largest force on an atom is 5.91 eV/Å. Its energy above the lowest of the compared OMol25 structures with the same formula, charge and spin is 224.0 kJ/mol. Its spin multiplicity is 1. The structure (SMILES) is Oc1ccc2ncccc2c1.

=====

> Which formula does entry 2 have?

C2HF5N2O3S

=====

> Which of these has the lowest LUMO energy?

C11H22IN2O4P2